Record 1
Density functional theory data (ωB97M-V/def2-TZVPD) for a single C3H9N5 molecule.

XYZ file:
```
17
Properties=species:S:1:pos:R:3:nbo_charge:R:1
C 0.05 -0.50 -2.23 0.214
C -0.16 2.52 -0.37 -0.417
C -0.63 -1.88 1.38 -0.460
N -0.40 0.71 -1.84 -0.377
N 0.93 -1.24 -1.57 -0.737
N -0.25 0.27 0.48 -0.157
N -0.10 1.05 -0.59 -0.009
N -0.70 -0.94 0.28 -0.191
H -0.17 -0.77 -3.30 0.161
H -1.14 2.72 0.13 0.195
H 0.56 3.00 0.28 0.209
H -0.16 2.84 -1.35 0.242
H -1.62 -1.79 1.84 0.214
H -0.64 -2.95 0.94 0.226
H 0.23 -1.73 2.06 0.182
H 1.15 -2.10 -2.06 0.339
H 0.59 0.35 1.11 0.365
```

Summary:
Kohn-Sham gap (alpha / beta) in eV: 8.251 / 7.647
HOMO level (alpha / beta) in eV: -7.607 / -7.638
Energy above the lowest of the compared OMol25 structures with the same formula, charge and spin in kcal per mole: 140.4

=====

Record 2
Density functional theory data (ωB97M-V/def2-TZVPD) for a single C3H9N5 molecule.

XYZ file:
```
17
Properties=species:S:1:pos:R:3:nbo_charge:R:1
H 1.27 -2.35 0.07 0.343
N 0.67 -1.63 -0.33 -0.790
C 1.13 -0.45 -0.22 0.564
N 2.30 -0.04 0.36 -0.839
N 0.34 0.58 -0.71 -0.170
N 0.50 1.86 -0.18 -0.660
N -0.95 0.24 -1.17 -0.455
C -1.75 -0.55 -0.28 0.036
C -1.79 -0.46 1.05 -0.516
H 2.77 -0.68 0.97 0.389
H 2.35 0.94 0.61 0.411
H 0.49 2.54 -0.94 0.361
H -0.27 2.09 0.46 0.358
H -0.88 -0.17 -2.09 0.377
H -2.56 -1.00 -0.82 0.194
H -0.98 -0.06 1.63 0.187
H -2.63 -0.86 1.59 0.210
```

Summary:
SMILES: [H]/N=C(\N)N(N)NC=C
Kohn-Sham gap in eV: 9.299
HOMO level in eV: -8.267
Energy above the lowest of the compared OMol25 structures with the same formula, charge and spin in kcal per mole: 64.7

=====

Record 3
Density functional theory data (ωB97M-V/def2-TZVPD) for 2 unconnected molecules or ions with the total composition C3H9NO.

XYZ file:
```
14
Properties=species:S:1:pos:R:3:nbo_charge:R:1
C -0.96 1.01 -1.27 -0.023
N -0.15 0.43 -0.51 -0.440
C -0.63 -0.53 0.53 -0.251
C -0.52 -1.98 -0.05 -0.622
H -1.96 0.65 -1.52 0.152
H -0.59 1.92 -1.77 0.174
H -1.63 -0.32 0.91 0.184
H 0.07 -0.36 1.35 0.221
H 0.07 -1.90 -0.96 0.219
H -1.56 -2.25 -0.24 0.208
H -0.05 -2.64 0.67 0.220
O 1.94 1.08 1.08 -0.983
H 1.23 0.94 0.40 0.484
H 2.36 1.85 0.72 0.457
```

Summary:
SMILES: C=NCC.O
Kohn-Sham gap in eV: 10.700
HOMO level in eV: -9.840
Energy above the lowest of the compared OMol25 structures with the same formula, charge and spin in kcal per mole: 39.8

=====

Record 4
Density functional theory data (ωB97M-V/def2-TZVPD) for 2 unconnected molecules or ions with the total composition C3H9NO.

XYZ file:
```
14
Properties=species:S:1:pos:R:3:nbo_charge:R:1
C 2.39 0.32 -0.70 0.263
O 2.77 1.30 -0.07 -0.511
H 1.38 -0.19 -0.47 0.134
H 3.02 -0.23 -1.42 0.104
C -1.30 0.79 -0.48 -0.405
N -0.90 -0.53 -0.21 -0.643
C -0.50 -0.90 1.16 -0.423
H -0.52 1.45 -0.23 0.194
H -2.23 1.12 0.05 0.158
H -1.41 0.93 -1.61 0.197
H -1.61 -1.15 -0.56 0.355
H -1.35 -1.10 1.82 0.179
H 0.16 -1.76 1.15 0.198
H 0.11 -0.05 1.57 0.200
```

Summary:
SMILES: C=O.CNC
Kohn-Sham gap in eV: 9.785
HOMO level in eV: -8.799
Energy above the lowest of the compared OMol25 structures with the same formula, charge and spin in kcal per mole: 49.9

=====

Record 5
Density functional theory data (ωB97M-V/def2-TZVPD) for a single C3H9NO molecule.

XYZ file:
```
14
Properties=species:S:1:pos:R:3:nbo_charge:R:1
C -1.80 0.48 -0.46 -0.634
C -0.32 0.33 -0.35 0.081
O 0.13 -0.59 -1.38 -0.728
C 0.22 -0.06 1.02 -0.246
N 1.72 -0.10 0.96 -0.844
H -2.14 1.32 -1.08 0.222
H -2.28 -0.44 -0.78 0.228
H -2.17 0.75 0.53 0.205
H 0.26 1.24 -0.51 0.166
H 0.91 -1.03 -1.04 0.464
H -0.04 0.77 1.68 0.197
H -0.19 -1.04 1.28 0.177
H 1.88 -1.10 0.94 0.345
H 2.16 0.18 1.83 0.366
```

Summary:
SMILES: C[C@H](O)CN
Kohn-Sham gap in eV: 10.584
HOMO level in eV: -9.645
Energy above the lowest of the compared OMol25 structures with the same formula, charge and spin in kcal per mole: 25.3

=====

Record 6
Density functional theory data (ωB97M-V/def2-TZVPD) for a molecular structure, C3H9NO.

XYZ file:
```
14
Properties=species:S:1:pos:R:3:nbo_charge:R:1
C -1.00 -0.83 0.40 -0.214
C -0.49 0.21 -0.60 -0.443
C 1.00 0.39 -0.55 -0.158
O 1.23 1.79 -1.61 -0.717
N -0.58 -0.65 1.78 -0.842
H -0.57 -1.80 0.13 0.181
H -2.08 -0.95 0.32 0.198
H -1.00 1.16 -0.43 0.221
H -0.74 -0.05 -1.63 0.220
H 1.59 -0.53 -0.65 0.210
H 1.31 0.98 0.31 0.220
H 1.65 0.96 -1.59 0.412
H -0.70 0.26 2.20 0.360
H 0.37 -0.95 1.91 0.353
```

Summary:
Kohn-Sham gap in eV: 10.173
HOMO level in eV: -9.449
Energy above the lowest of the compared OMol25 structures with the same formula, charge and spin in kcal per mole: 94.4

=====

Record 7
Density functional theory data (ωB97M-V/def2-TZVPD) for 2 unconnected molecules or ions with the total composition C3H9NO.

XYZ file:
```
14
Properties=species:S:1:pos:R:3:nbo_charge:R:1
N 0.66 -2.18 -0.11 -0.832
C 1.55 -1.49 -0.89 0.518
O 2.22 -0.57 -0.47 -0.587
H 0.27 -3.02 -0.50 0.387
H 0.76 -2.12 0.88 0.403
H 1.85 -1.98 -1.83 0.114
C -1.72 1.30 0.28 -0.609
C -0.22 1.54 0.47 -0.613
H -1.82 0.51 -0.46 0.200
H -2.13 0.95 1.23 0.203
H -2.16 2.20 -0.13 0.205
H 0.35 0.66 0.76 0.208
H 0.09 2.31 1.19 0.198
H 0.30 1.90 -0.42 0.205
```

Summary:
SMILES: NC=O.CC
Kohn-Sham gap in eV: 11.006
HOMO level in eV: -10.125
Energy above the lowest of the compared OMol25 structures with the same formula, charge and spin in kcal per mole: 14.4

=====

Record 8
Density functional theory data (ωB97M-V/def2-TZVPD) for 2 unconnected molecules or ions with the total composition C3H9NO.

XYZ file:
```
14
Properties=species:S:1:pos:R:3:nbo_charge:R:1
C -1.87 0.73 3.51 -0.616
C -0.99 0.90 2.26 -0.619
H -1.48 0.22 4.33 0.216
H -2.73 -0.04 3.35 0.204
H -2.19 1.71 3.64 0.214
H 0.12 0.77 2.27 0.202
H -1.32 0.12 1.54 0.195
H -1.19 1.91 1.81 0.204
C 1.51 -0.86 -4.32 0.475
N 2.49 -1.23 -3.32 -0.430
O 0.34 -0.78 -3.97 -0.172
H 1.88 -0.89 -5.32 0.221
H 3.46 -1.00 -3.33 0.450
H 1.98 -1.58 -2.46 0.456
```

Summary:
2S+1: 2
Kohn-Sham gap (alpha / beta) in eV: 7.327 / 2.467
HOMO level (alpha / beta) in eV: -13.134 / -13.134
Energy above the lowest of the compared OMol25 structures with the same formula, charge and spin in kcal per mole: 73.9
Total charge: +1

=====

Record 9
Density functional theory data (ωB97M-V/def2-TZVPD) for 2 unconnected molecules or ions with the total composition C3H9NO.

XYZ file:
```
14
Properties=species:S:1:pos:R:3:nbo_charge:R:1
C -1.88 -0.84 -0.14 -0.440
C -1.14 1.39 0.29 0.094
N -0.85 0.18 0.06 -0.409
H -1.90 -1.50 0.73 0.246
H -1.61 -1.45 -1.00 0.239
H -2.86 -0.40 -0.30 0.228
H -2.18 1.70 0.24 0.209
H -0.41 2.15 0.53 0.219
H 0.23 -0.28 0.05 0.444
C 2.53 -0.15 -0.11 -0.337
O 1.43 -0.93 0.10 -0.230
H 3.03 -0.42 -1.05 0.283
H 2.33 0.92 -0.10 0.183
H 3.27 -0.37 0.68 0.272
```

Summary:
2S+1: 2
Kohn-Sham gap (alpha / beta) in eV: 11.973 / 8.496
HOMO level (alpha / beta) in eV: -16.185 / -15.715
Energy above the lowest of the compared OMol25 structures with the same formula, charge and spin in kcal per mole: 36.9
Total charge: +1

=====

Record 10
Density functional theory data (ωB97M-V/def2-TZVPD) for 2 unconnected molecules or ions with the total composition C3H9NO2.

XYZ file:
```
15
Properties=species:S:1:pos:R:3:nbo_charge:R:1
N 2.19 -0.48 -0.36 -0.833
C 3.32 0.07 0.14 0.523
O 4.43 -0.40 0.02 -0.610
H 2.31 -1.30 -0.92 0.395
H 1.27 -0.16 -0.10 0.418
H 3.15 1.03 0.66 0.102
C -2.07 -0.09 -0.90 -0.630
C -2.02 0.17 0.58 -0.064
O -0.72 0.67 0.90 -0.743
H -1.52 -1.00 -1.17 0.206
H -3.09 -0.18 -1.27 0.218
H -1.62 0.75 -1.43 0.219
H -2.23 -0.75 1.14 0.163
H -2.76 0.93 0.84 0.162
H -0.66 0.75 1.86 0.474
```

Summary:
SMILES: NC=O.CCO
Kohn-Sham gap in eV: 10.417
HOMO level in eV: -9.780
Energy above the lowest of the compared OMol25 structures with the same formula, charge and spin in kcal per mole: 20.1

=====

Record 11
Density functional theory data (ωB97M-V/def2-TZVPD) for a single C3H9NO2 molecule.

XYZ file:
```
15
Properties=species:S:1:pos:R:3:nbo_charge:R:1
O -0.54 2.13 0.84 -0.722
C 0.69 1.43 0.70 -0.068
C 0.75 0.55 -0.53 -0.261
N -0.42 -0.29 -0.65 -0.676
C -0.28 -1.60 -0.01 0.110
O -1.48 -2.32 -0.10 -0.709
H -1.14 1.74 0.23 0.471
H 0.80 0.81 1.60 0.155
H 1.49 2.17 0.68 0.177
H 1.68 -0.02 -0.47 0.178
H 0.89 1.13 -1.43 0.203
H -0.77 -0.39 -1.59 0.375
H 0.02 -1.41 1.02 0.147
H 0.49 -2.19 -0.51 0.147
H -2.19 -1.75 0.23 0.473
```

Summary:
SMILES: OCCNCO
Kohn-Sham gap in eV: 10.367
HOMO level in eV: -9.426
Energy above the lowest of the compared OMol25 structures with the same formula, charge and spin in kcal per mole: 37.2

=====

Record 12
Density functional theory data (ωB97M-V/def2-TZVPD) for 2 unconnected molecules or ions with the total composition C3H9NO2.

XYZ file:
```
15
Properties=species:S:1:pos:R:3:nbo_charge:R:1
C -0.63 1.86 0.15 -0.437
N -0.05 0.59 0.13 -0.653
C -0.94 -0.40 -0.12 0.675
C -0.39 -1.84 0.22 -0.690
O -2.19 -0.29 -0.26 -0.643
H -1.64 1.95 0.11 0.242
H -0.06 2.57 0.82 0.195
H -0.60 2.32 -0.86 0.180
H 1.04 0.65 0.56 0.465
H 0.75 -1.49 0.23 0.201
H -0.73 -2.38 -0.67 0.228
H -0.68 -2.32 1.10 0.227
O 3.03 -0.04 -0.14 -0.934
H 3.47 -0.07 -0.94 0.469
H 3.87 -0.37 0.48 0.475
```

Summary:
SMILES: CNC(C)=O.O
Kohn-Sham gap in eV: 9.350
HOMO level in eV: -9.143
Energy above the lowest of the compared OMol25 structures with the same formula, charge and spin in kcal per mole: 72.7